No. 1
80
Properties=species:S:1:pos:R:3:forces:R:3:lowdin_spin:R:1 method="wB97M-V/def2-TZVPD" total_energy_ev=-82839.13022 gap_ha="0.2679 / 0.2586" multiplicity=2
Re -0.018813 -0.336815 0.019776 -0.1 -0.1 0.1 0.948
S -0.040943 2.043349 -0.457611 0.0 0.0 0.1 0.063
P 1.047250 1.344741 -2.049230 0.1 -0.1 0.1 0.009
C 1.441959 -0.199136 -1.526587 -0.1 0.1 -0.1 0.004
P 1.336510 -1.762071 -2.136312 0.1 0.0 0.2 0.005
S -0.216903 -2.535239 -1.055258 0.1 0.0 0.1 0.031
C 1.091961 -1.926148 -3.914952 0.0 0.0 -0.1 -0.001
C 2.182899 -1.774959 -4.771674 0.0 0.0 0.0 0.000
C 1.992225 -1.792274 -6.143450 0.0 0.0 0.0 0.000
C 0.714404 -1.959886 -6.662851 0.0 0.0 0.0 0.000
C -0.372047 -2.103418 -5.813315 0.0 0.0 0.0 0.000
C -0.186062 -2.084752 -4.438374 0.0 0.0 0.0 0.001
C 2.836099 -2.704827 -1.769721 0.0 -0.1 -0.1 0.002
C 3.012599 -3.979093 -2.308599 0.0 0.0 0.0 0.000
C 4.123937 -4.728206 -1.962835 0.0 0.0 0.0 0.000
C 5.062157 -4.208885 -1.077372 0.0 0.0 0.0 0.000
C 4.886330 -2.943358 -0.539518 0.0 0.0 0.0 0.000
C 3.772910 -2.188596 -0.884229 0.0 0.0 0.0 0.000
C 2.454856 2.431179 -2.363601 0.0 0.0 0.0 0.004
C 2.257134 3.786708 -2.619066 0.0 0.0 0.0 0.001
C 3.343790 4.605548 -2.870793 0.0 0.0 0.0 0.000
C 4.629169 4.072578 -2.869648 0.0 0.0 0.0 0.001
C 4.826816 2.725382 -2.611012 0.0 0.0 0.0 0.000
C 3.737680 1.902017 -2.353187 0.0 0.0 0.0 0.001
C 0.062986 1.429769 -3.568978 -0.1 0.0 0.0 0.000
C -1.313810 1.224771 -3.508821 0.0 0.0 0.0 0.000
C -2.063543 1.211350 -4.673292 0.0 0.0 0.0 0.000
C -1.442750 1.385522 -5.903874 0.0 0.0 0.0 0.001
C -0.070245 1.572813 -5.969039 0.0 0.0 0.0 0.000
C 0.682170 1.602121 -4.803243 0.0 0.0 0.0 0.000
H 3.179352 -1.647447 -4.365400 0.0 0.0 0.0 0.000
H 2.839221 -1.679046 -6.808060 0.0 0.0 0.0 0.000
H 0.566600 -1.977386 -7.735412 0.0 0.0 0.0 0.000
H -1.367570 -2.226860 -6.220002 0.0 0.0 0.0 0.000
H -1.027022 -2.192879 -3.764383 0.0 0.0 0.0 0.001
H 2.280122 -4.383728 -2.997809 0.0 0.0 0.0 0.000
H 4.261692 -5.717236 -2.380577 0.0 0.0 0.0 0.000
H 5.931149 -4.795799 -0.807842 0.0 0.0 0.0 0.000
H 5.615974 -2.541412 0.152012 0.0 0.0 0.0 0.000
H 3.614083 -1.200092 -0.467242 0.0 0.0 0.0 0.000
H 1.253838 4.198239 -2.617207 0.0 0.0 0.0 0.000
H 3.193709 5.659436 -3.066490 0.0 0.0 0.0 0.000
H 5.478176 4.714978 -3.066782 0.0 0.0 0.0 0.000
H 5.828552 2.315057 -2.603781 0.0 0.0 0.0 0.000
H 3.872772 0.848912 -2.132263 0.0 0.0 0.0 0.000
H -1.788444 1.079848 -2.545499 0.0 0.0 0.0 -0.001
H -3.135110 1.064789 -4.621157 0.0 0.0 0.0 0.000
H -2.030900 1.372866 -6.813288 0.0 0.0 0.0 0.000
H 0.417326 1.701133 -6.927227 0.0 0.0 0.0 0.000
H 1.752175 1.761503 -4.858129 0.0 0.0 0.0 0.000
C -3.619074 0.428677 1.800418 0.0 0.1 0.0 0.000
C -3.616795 -1.088175 1.997901 0.0 0.0 0.0 -0.001
C -3.649833 -1.830534 0.661742 0.0 -0.1 0.0 -0.001
C -2.527530 -1.577177 2.939573 -0.2 -0.1 0.2 -0.007
C -2.932402 -2.223495 4.103689 0.0 0.0 0.0 0.001
C -2.014607 -2.672916 5.037280 0.0 0.0 0.0 -0.007
C -0.662973 -2.470233 4.815134 0.0 0.0 0.0 0.001
C -0.199882 -1.838212 3.665244 0.1 -0.1 0.2 -0.006
C 1.304406 -1.664929 3.525069 0.0 0.0 0.0 0.000
C 1.738151 -0.201634 3.422189 0.0 0.0 0.0 0.000
C 1.917044 -2.524112 2.418364 0.0 0.0 0.0 0.006
C -1.150169 -1.405437 2.725106 0.2 0.4 -0.3 -0.003
N -0.754895 -0.766762 1.547873 0.0 -0.1 -0.4 -0.060
H -4.527491 0.730727 1.274212 0.0 0.0 0.0 0.000
H -2.762813 0.757051 1.211837 0.0 0.0 0.0 0.001
H -3.595325 0.947855 2.760469 0.0 0.0 0.0 0.000
H -4.552406 -1.335732 2.509679 0.0 0.0 0.0 0.000
H -2.811082 -1.552245 0.026281 0.0 0.0 0.0 0.000
H -4.572734 -1.585314 0.130328 0.0 0.0 0.0 0.000
H -3.624976 -2.911798 0.812789 0.0 0.0 0.0 0.000
H -3.992460 -2.364777 4.278108 0.0 0.0 0.0 0.000
H -2.351234 -3.169934 5.938557 0.0 0.0 0.0 0.000
H 0.060077 -2.813761 5.545611 0.0 0.0 0.0 0.000
H 1.713574 -2.043844 4.466544 0.0 0.0 0.0 0.000
H 1.425194 0.248028 2.481061 0.0 0.0 0.0 0.001
H 2.827389 -0.136707 3.477498 0.0 0.0 0.0 0.000
H 1.320873 0.389526 4.239661 0.0 0.0 0.0 0.000
H 1.621561 -2.185632 1.425375 0.0 0.0 0.0 0.005
H 1.618225 -3.569959 2.517512 0.0 0.0 0.0 0.000
H 3.007557 -2.475328 2.475020 0.0 0.0 0.0 0.000


No. 2
86
Properties=species:S:1:pos:R:3:forces:R:3:lowdin_spin:R:1 method="wB97M-V/def2-TZVPD" total_energy_ev=-79549.16935 gap_ha="0.2830 / 0.2595" multiplicity=3
Au -1.175030 1.807334 0.814351 0.2 -0.2 0.2 0.351
C -1.136792 -2.126618 -1.529076 0.0 0.1 -0.1 0.087
C -1.602205 -3.086185 -0.448509 0.0 -0.1 0.1 0.019
C -0.872792 -2.958987 0.878154 -0.1 -0.1 0.0 0.248
Sb -1.707105 -1.442232 2.336155 0.1 0.1 0.1 0.351
C -0.356829 -1.886395 3.920605 -0.1 0.0 0.0 0.031
C 0.164773 -3.164661 4.106545 0.0 -0.1 0.0 0.008
C 1.111473 -3.404663 5.093054 0.0 0.0 0.0 0.002
C 1.556929 -2.363181 5.893773 0.0 0.0 0.0 0.002
C 1.048394 -1.085343 5.708975 0.0 0.0 0.0 0.000
C 0.094728 -0.845371 4.729280 0.0 0.0 0.0 0.004
C -3.460960 -2.561070 2.716739 0.1 -0.1 0.0 0.012
C -3.423939 -3.615683 3.624392 0.0 0.0 0.1 0.005
C -4.540844 -4.418661 3.808570 0.0 0.0 0.0 0.001
C -5.699334 -4.171823 3.085412 0.0 0.0 0.0 0.000
C -5.741969 -3.114440 2.187685 0.0 0.0 0.0 0.000
C -4.627394 -2.307960 2.000259 0.0 0.0 0.0 0.000
Sb -1.446824 -0.017838 -1.220749 -0.1 0.3 -0.2 0.220
C -0.586531 0.671301 -3.050278 -0.1 -0.1 0.0 0.026
C 0.719742 1.143263 -3.139773 0.0 0.0 0.1 0.001
C 1.233048 1.572333 -4.355745 0.0 0.0 0.0 0.000
C 0.445020 1.533068 -5.496239 0.0 0.0 0.0 0.000
C -0.856458 1.058453 -5.419895 0.0 0.0 0.0 0.002
C -1.368771 0.630253 -4.203603 -0.1 0.0 0.0 0.006
C -3.491284 0.195585 -1.715145 0.0 -0.1 0.0 0.031
C -4.037336 1.475093 -1.727640 0.0 0.0 0.0 0.004
C -5.382563 1.657420 -2.003149 0.0 0.0 0.0 0.000
C -6.194598 0.559831 -2.258238 0.0 0.0 0.0 0.004
C -5.657251 -0.718080 -2.241111 0.0 0.0 0.0 0.001
C -4.306683 -0.900112 -1.970639 0.0 -0.1 0.0 0.009
H -1.651592 -2.301298 -2.477765 0.0 0.0 0.0 0.009
H -0.067067 -2.230869 -1.720731 0.0 0.0 0.0 0.001
H -1.436711 -4.098777 -0.836766 0.0 0.0 0.0 0.011
H -2.683333 -3.011478 -0.290996 0.0 0.0 0.0 0.002
H 0.197498 -2.781685 0.767279 0.0 0.1 0.0 0.003
H -1.032431 -3.854321 1.484283 0.0 0.0 0.0 0.019
H -0.165781 -3.995354 3.493072 0.0 0.0 0.0 0.001
H 1.499966 -4.405532 5.232421 0.0 0.0 0.0 0.000
H 2.296525 -2.547916 6.662263 0.0 0.0 0.0 0.000
H 1.391299 -0.268679 6.331131 0.0 0.0 0.0 0.000
H -0.310156 0.149634 4.605091 0.0 0.0 0.0 0.000
H -2.532337 -3.807118 4.213283 0.0 0.0 0.0 0.001
H -4.506486 -5.231213 4.523118 0.0 0.0 0.0 0.000
H -6.572731 -4.794229 3.232229 0.0 0.0 0.0 0.000
H -6.650853 -2.902689 1.638727 0.0 0.0 0.0 0.000
H -4.679673 -1.459438 1.328355 0.0 0.0 0.0 0.000
H 1.365422 1.170826 -2.273473 0.0 0.0 0.0 0.000
H 2.250735 1.938071 -4.406635 0.0 0.0 0.0 0.000
H 0.843514 1.872897 -6.443477 0.0 0.0 0.0 0.000
H -1.476644 1.026092 -6.306402 0.0 0.0 0.0 0.000
H -2.392717 0.277110 -4.153296 0.0 0.0 0.0 0.001
H -3.419642 2.339766 -1.507384 0.0 0.0 0.0 -0.001
H -5.800660 2.655404 -2.004132 0.0 0.0 0.0 0.000
H -7.247405 0.702208 -2.463951 0.0 0.0 0.0 0.000
H -6.287247 -1.577457 -2.432206 0.0 0.0 0.0 0.000
H -3.906703 -1.907643 -1.958909 0.0 0.0 0.0 0.001
O -4.592105 1.327086 3.302355 0.0 0.2 0.1 0.014
S -3.303212 1.165671 2.707159 -0.4 -0.3 -0.3 0.027
O -2.434066 0.225738 3.554031 0.1 -0.1 0.0 0.141
O -3.348717 0.493949 1.355192 0.0 0.2 0.1 0.084
O -2.538391 2.433208 2.532287 0.1 0.0 -0.2 0.043
C 6.207899 4.701647 -1.590881 0.0 0.0 0.0 0.000
C 6.362161 3.182741 -1.510558 0.0 0.0 0.0 0.000
C 6.752475 2.663364 -2.901346 0.0 0.0 0.0 0.000
C 7.488138 2.869504 -0.515109 0.0 0.0 0.0 0.000
C 5.073289 2.495750 -1.055012 0.0 0.0 0.0 0.000
C 5.057592 1.102050 -0.918639 0.0 0.0 0.0 0.000
C 3.933409 0.394615 -0.511134 -0.1 0.0 0.0 0.000
C 2.806147 1.136418 -0.237727 0.1 0.1 0.0 0.003
O 1.556564 0.714349 0.158042 0.0 -0.1 0.1 0.026
B 0.791096 1.881637 0.289445 -0.1 0.1 -0.2 0.147
O 1.551503 2.992049 -0.052847 0.0 0.1 0.1 0.031
C 2.800933 2.510993 -0.367630 0.1 -0.1 0.0 0.007
C 3.913490 3.218332 -0.772137 -0.1 0.0 0.0 0.000
H 7.152578 5.145032 -1.909154 0.0 0.0 0.0 0.000
H 5.948589 5.132651 -0.622238 0.0 0.0 0.0 0.000
H 5.445003 4.993429 -2.315428 0.0 0.0 0.0 0.000
H 7.670244 3.149029 -3.240197 0.0 0.0 0.0 0.000
H 5.965700 2.873760 -3.628240 0.0 0.0 0.0 0.000
H 6.926608 1.587044 -2.894265 0.0 0.0 0.0 0.000
H 8.410003 3.367236 -0.823522 0.0 0.0 0.0 0.000
H 7.689815 1.799514 -0.456826 0.0 0.0 0.0 0.000
H 7.228124 3.218667 0.485629 0.0 0.0 0.0 0.000
H 5.956410 0.542772 -1.143198 0.0 0.0 0.0 0.000
H 3.941006 -0.682414 -0.414331 0.0 0.0 0.0 0.000
H 3.862311 4.293240 -0.863010 0.0 0.0 0.0 0.000


These records have energy above the lowest of the compared OMol25 structures with the same formula, charge and spin values of 0.5 0.0 kcal/mol, in the order they appear.